Record 1
6 unconnected molecules or ions with the total composition C21H56N2O16S5. Source: OMol25; level of theory: ωB97M-V with the def2-TZVPD basis set.

Positions of all 100 atoms, in Å:
C: 1.02388 5.64207 3.82524
C: 2.13608 6.14852 2.92807
O: 3.34065 5.35549 3.01014
S: 3.32979 3.91821 2.32866
C: 5.05171 3.58464 2.45191
O: 2.96986 4.06758 0.94920
O: 2.62085 2.99689 3.16047
H: 0.67391 4.65913 3.51594
H: 0.17916 6.33014 3.78613
H: 1.36953 5.56315 4.85564
H: 1.81538 6.20826 1.88664
H: 2.44394 7.14499 3.23719
H: 5.59937 4.29800 1.84272
H: 5.19749 2.57275 2.08071
H: 5.34607 3.64696 3.49588
C: -1.77619 -5.87004 4.32012
C: -1.18061 -5.34939 3.02645
O: -1.87207 -4.19837 2.50293
S: -1.66754 -2.80486 3.25508
C: -2.40729 -1.77284 2.04219
O: -0.26329 -2.54116 3.34365
O: -2.47081 -2.78580 4.44032
H: -1.66967 -5.14931 5.12838
H: -1.26859 -6.78872 4.61581
H: -2.83907 -6.07644 4.19544
H: -0.12129 -5.11197 3.14130
H: -1.26920 -6.10163 2.24482
H: -1.81805 -1.80412 1.13209
H: -2.41669 -0.76443 2.44962
H: -3.42530 -2.11099 1.86664
C: 3.57518 -6.87736 -5.85786
C: 2.15324 -7.06912 -5.36813
O: 2.02551 -6.96487 -3.93386
S: 2.14565 -5.51515 -3.28419
C: 1.58050 -5.93427 -1.67244
O: 1.19828 -4.65146 -3.91997
O: 3.52341 -5.14041 -3.20633
H: 3.93257 -5.86735 -5.66718
H: 3.62052 -7.05550 -6.93248
H: 4.24979 -7.56985 -5.35482
H: 1.46788 -6.36464 -5.84218
H: 1.80831 -8.07434 -5.60093
H: 0.54257 -6.24991 -1.72822
H: 1.67542 -5.03332 -1.06963
H: 2.21330 -6.72193 -1.27272
C: 2.71341 4.70074 -2.96665
C: 1.42967 5.49719 -2.88644
O: 1.19337 6.33202 -4.04503
S: 0.75684 5.61735 -5.39696
C: 0.28823 7.06837 -6.27481
O: -0.39823 4.81233 -5.14000
O: 1.90198 5.04417 -6.03354
H: 2.68026 3.97087 -3.77337
H: 2.86789 4.15915 -2.03369
H: 3.56564 5.35737 -3.14711
H: 0.56831 4.84552 -2.73178
H: 1.47139 6.19282 -2.05075
H: -0.56460 7.52506 -5.78116
H: 0.02276 6.75022 -7.28022
H: 1.13641 7.74646 -6.30790
C: -5.04930 -1.47170 5.68854
C: -6.21412 -0.76771 6.35284
O: -6.34108 0.61706 5.95305
S: -6.86427 0.91891 4.48215
C: -7.14624 2.64226 4.69370
O: -8.11027 0.24241 4.28876
O: -5.79965 0.73794 3.54311
H: -5.19299 -1.54862 4.61290
H: -4.94230 -2.48118 6.08400
H: -4.12035 -0.93002 5.85981
H: -7.15731 -1.28297 6.16350
H: -6.06852 -0.72859 7.43035
H: -7.93498 2.78769 5.42601
H: -7.44946 3.02828 3.72330
H: -6.21945 3.11186 5.01138
C: 2.97148 -1.88358 -2.09308
C: 3.35071 -0.61915 -1.35133
C: 2.92433 0.66851 -2.07867
N: 1.86969 1.41679 -1.43664
N: 0.69973 0.62650 -1.24283
C: -0.37743 1.12876 -2.08296
C: -1.63269 0.23149 -1.99182
O: -1.50029 -0.77615 -1.00928
C: -1.44695 -2.10120 -1.51219
H: 3.32910 -2.74820 -1.54187
H: 3.43518 -1.93238 -3.07079
H: 1.89396 -1.94558 -2.18296
H: 2.90533 -0.64427 -0.36094
H: 4.42888 -0.60486 -1.21704
H: 2.60758 0.43011 -3.09214
H: 3.78228 1.33048 -2.15754
H: 2.17456 1.87852 -0.59253
H: 0.41568 0.64929 -0.27177
H: 0.00304 1.13075 -3.09830
H: -0.63488 2.16002 -1.84429
H: -2.48573 0.85647 -1.74203
H: -1.83558 -0.19281 -2.97045
H: -1.01088 -2.14251 -2.50310
H: -2.43856 -2.55023 -1.50476
H: -0.79574 -2.67928 -0.86306

Energy above the lowest of the compared OMol25 structures with the same formula, charge and spin in kcal per mole: 34.7
Gap between HOMO and LUMO in eV: 8.216
SMILES string: CCOS(C)(=O)=O.CCOS(C)(=O)=O.CCOS(C)(=O)=O.CCOS(C)(=O)=O.CCOS(C)(=O)=O.CCCNNCCOC

Atom charges from the Löwdin analysis, given in e for atoms 1 to 2: -0.07 -0.25


Record 2
7 unconnected molecules or ions with the total composition C21H56O7. Source: OMol25; level of theory: ωB97M-V with the def2-TZVPD basis set.

Positions of all 84 atoms, in Å:
C: 4.15399 -5.21180 30.65811
C: 3.88534 -4.38254 29.38460
C: 3.92645 -5.21437 28.03928
O: 2.67551 -3.85676 29.48027
H: 4.11841 -4.66667 31.60133
H: 5.16164 -5.61712 30.56612
H: 3.44617 -6.03377 30.76513
H: 4.64005 -3.60966 29.23919
H: 4.91928 -5.63599 27.88232
H: 3.68566 -4.52787 27.22759
H: 3.15573 -5.97085 27.89155
H: 2.02420 -4.56203 29.48335
C: 6.07620 -9.28345 32.36150
C: 4.60964 -9.68380 32.42407
C: 3.76367 -8.56152 33.04990
O: 4.21049 -9.85953 31.06333
H: 6.26737 -8.38706 31.77154
H: 6.61092 -9.98496 31.72114
H: 6.63689 -9.20095 33.29258
H: 4.54115 -10.65332 32.91747
H: 3.94307 -7.74508 32.35038
H: 4.25012 -8.37552 34.00742
H: 2.69200 -8.70576 33.18713
H: 3.31583 -10.18457 31.18789
C: 8.31191 -7.03280 29.84163
C: 8.68213 -7.34224 28.38151
C: 9.54308 -8.62281 28.21746
O: 7.37707 -7.62278 27.82060
H: 9.22057 -6.92881 30.43461
H: 7.64802 -7.75440 30.31769
H: 7.81782 -6.06132 29.85564
H: 9.13284 -6.48351 27.88397
H: 10.03232 -8.64230 27.24363
H: 8.94225 -9.51079 28.41387
H: 10.33493 -8.59586 28.96604
H: 6.97368 -8.33720 28.31907
C: 6.88562 -11.62661 27.31720
C: 6.18922 -11.48780 28.72982
C: 6.91745 -12.18748 29.84459
O: 6.02993 -10.18390 29.08907
H: 6.68795 -12.60008 26.86844
H: 7.97468 -11.58413 27.33250
H: 6.56598 -10.90566 26.56476
H: 5.15382 -11.81184 28.62466
H: 6.37272 -12.19403 30.78870
H: 7.92023 -11.80460 30.03424
H: 7.05029 -13.22713 29.54528
H: 5.34852 -10.14417 29.76412
C: 8.55407 -14.50381 33.70952
C: 7.04832 -14.43329 33.40559
C: 6.43831 -13.08229 33.74002
O: 6.85209 -14.64461 32.12234
H: 9.18350 -13.83781 33.11929
H: 8.91237 -15.53108 33.64291
H: 8.65684 -14.21378 34.75518
H: 6.48518 -15.16858 33.98033
H: 7.12991 -12.31411 33.39404
H: 6.26894 -12.85655 34.79285
H: 5.51419 -12.79343 33.23935
H: 5.95176 -14.95844 32.01040
C: 2.01765 -12.23244 29.70096
C: 1.08067 -11.54330 30.63276
C: 1.11402 -11.99421 32.08136
O: 1.26677 -10.15830 30.65039
H: 1.93251 -11.91716 28.66103
H: 1.87262 -13.31268 29.68861
H: 3.06626 -12.12754 29.97941
H: 0.08016 -11.71310 30.23498
H: 0.45925 -11.45056 32.76241
H: 2.14665 -12.04473 32.42665
H: 0.81923 -13.04351 32.09510
H: 1.51881 -9.86510 29.77169
C: 7.75302 -5.80329 33.47500
C: 7.58598 -6.55648 34.80725
C: 8.62490 -6.12126 35.84475
O: 6.28941 -6.32869 35.32559
H: 7.82700 -4.71882 33.55593
H: 6.82655 -5.95073 32.92002
H: 8.61312 -6.15302 32.90402
H: 7.74353 -7.62601 34.66801
H: 8.46803 -5.10053 36.19344
H: 9.63720 -6.13290 35.44073
H: 8.58559 -6.78381 36.70938
H: 6.09237 -7.08287 35.88595

Energy above the lowest of the compared OMol25 structures with the same formula, charge and spin in kcal per mole: 58.1
Gap between HOMO and LUMO in eV: 9.734
SMILES string: CC(C)O.CC(C)O.CC(C)O.CC(C)O.CC(C)O.CC(C)O.CC(C)O

Atom charges from the Löwdin analysis, given in e for atoms 1 to 2: -0.05 -0.53


Record 3
7 unconnected molecules or ions with the total composition C21H56O7. Source: OMol25; level of theory: ωB97M-V with the def2-TZVPD basis set.

Positions of all 84 atoms, in Å:
C: 20.31042 22.37228 6.75156
C: 21.52705 22.42952 7.64042
C: 22.44554 23.61075 7.31938
O: 21.08529 22.50324 9.00498
H: 20.56853 22.46066 5.69390
H: 19.66276 23.23753 6.93202
H: 19.73216 21.47454 6.96444
H: 22.11489 21.50470 7.56056
H: 21.85597 24.52237 7.20808
H: 23.00448 23.43144 6.39933
H: 23.18554 23.76405 8.10690
H: 21.78341 22.06980 9.52221
C: 27.48630 20.78963 8.09026
C: 28.38113 20.06479 7.09756
C: 28.49299 20.83147 5.78663
O: 29.65852 19.80038 7.67967
H: 26.60760 21.27515 7.66136
H: 28.02689 21.51997 8.69898
H: 27.10041 20.06219 8.81275
H: 27.92316 19.09033 6.91759
H: 27.51681 20.87242 5.29881
H: 29.20201 20.40851 5.07668
H: 28.77158 21.87203 5.99242
H: 30.22324 20.56155 7.51724
C: 23.61283 19.04621 16.26632
C: 23.44616 19.03492 17.77609
C: 23.54146 17.64168 18.35351
O: 24.47693 19.80707 18.40638
H: 23.47454 20.05569 15.87268
H: 22.83404 18.41370 15.83424
H: 24.60301 18.69180 15.98383
H: 22.47184 19.46653 18.03396
H: 24.57550 17.30455 18.37720
H: 22.97632 16.94473 17.72550
H: 23.08194 17.58930 19.33900
H: 24.29242 20.73708 18.25055
C: 24.56358 21.03460 5.34927
C: 24.28626 19.94264 4.31383
C: 24.52099 18.54477 4.87978
O: 22.97563 20.04989 3.76160
H: 25.50325 21.54780 5.14619
H: 24.51964 20.61345 6.35421
H: 23.80672 21.81324 5.25558
H: 24.95380 20.06796 3.45895
H: 25.49754 18.47706 5.36606
H: 24.52470 17.81149 4.07304
H: 23.75012 18.29331 5.61268
H: 22.34531 19.73101 4.41575
C: 21.69482 14.04566 12.28720
C: 22.93196 13.65859 11.51825
C: 23.65041 14.83271 10.86976
O: 23.80811 12.99327 12.44066
H: 21.13227 14.81862 11.76312
H: 21.99650 14.50485 13.23404
H: 21.08742 13.17390 12.51348
H: 22.68879 12.93585 10.72584
H: 23.08862 15.34747 10.08737
H: 24.56532 14.50368 10.36615
H: 23.93742 15.55498 11.63981
H: 24.55590 12.64660 11.94604
C: 24.20344 19.22381 10.02319
C: 23.28288 19.96179 11.00659
C: 23.89221 19.93478 12.38097
O: 23.06946 21.29393 10.56796
H: 24.07205 18.14160 10.13343
H: 25.26142 19.46156 10.13992
H: 23.91598 19.42999 8.98784
H: 22.32862 19.43918 10.94663
H: 24.74273 20.61674 12.43241
H: 24.23687 18.92447 12.60862
H: 23.18608 20.22411 13.16318
H: 23.85029 21.83753 10.75957
C: 23.97340 24.47810 12.16245
C: 25.34246 24.20476 11.59957
C: 26.44145 24.16940 12.63850
O: 25.26208 22.99059 10.83745
H: 23.97391 25.43637 12.68670
H: 23.65077 23.71066 12.86990
H: 23.23652 24.56992 11.36411
H: 25.52945 25.02509 10.88850
H: 26.16982 23.48618 13.45197
H: 26.69783 25.15725 13.00741
H: 27.35286 23.70808 12.23612
H: 26.13697 22.76492 10.50717

Energy above the lowest of the compared OMol25 structures with the same formula, charge and spin in kcal per mole: 24.9
Gap between HOMO and LUMO in eV: 9.889
SMILES string: CC(C)O.CC(C)O.CC(C)O.CC(C)O.CC(C)O.CC(C)O.CC(C)O

Atom charges from the Löwdin analysis, given in e for atoms 1 to 2: -0.06 -0.50


Record 4
A molecular structure, C21H57B2NO7Pb. Source: OMol25; level of theory: ωB97M-V with the def2-TZVPD basis set.

Positions of all 89 atoms, in Å:
Pb: 0.49627 3.20448 -1.76977
B: 2.50524 3.27286 -3.47479
H: 3.34887 3.25751 -4.26809
H: 2.50764 2.22372 -2.95252
H: 2.77586 4.08339 -2.68214
H: 1.45864 3.41191 -3.96964
B: 0.41178 0.93110 -0.43541
H: 0.71447 0.35827 0.52215
H: 1.44781 1.17128 -0.91333
H: -0.18392 0.22916 -1.13700
H: -0.15553 1.90152 -0.18995
C: 3.62603 2.57197 -0.05266
O: 2.53949 3.48597 0.07917
C: 1.96913 3.32644 1.37985
C: 0.81101 4.28386 1.67473
O: -0.04045 4.44574 0.55671
C: -1.21405 5.16741 0.84622
H: 4.39589 2.75860 0.69587
H: 4.00883 2.64711 -1.06918
H: 3.23210 1.55298 0.01454
H: 2.71236 3.46305 2.17079
H: 1.66281 2.28442 1.47692
H: 1.25987 5.24580 1.93458
H: 0.25245 3.73050 2.43767
H: -1.80231 4.69649 1.63899
H: -1.77718 5.20494 -0.08832
H: -1.06626 6.21642 1.12538
C: -2.82002 2.28554 -0.87687
O: -2.11408 2.88998 -1.96452
C: -2.57622 2.47508 -3.24200
C: -1.80095 1.26039 -3.70560
O: -0.42142 1.49861 -3.53211
C: 0.34331 0.34458 -3.85290
H: -3.87884 2.54789 -0.93726
H: -2.49750 2.70128 0.07739
H: -2.58107 1.22313 -0.86714
H: -2.39833 3.32354 -3.90222
H: -3.63197 2.19464 -3.25722
H: -2.01531 1.06900 -4.76502
H: -2.16637 0.35961 -3.19542
H: 0.27427 0.09841 -4.91354
H: 0.05739 -0.47876 -3.19178
H: 1.37989 0.56853 -3.59682
C: 2.32657 1.64284 4.55536
O: 2.87062 1.16980 3.35447
C: 2.24826 -0.02383 2.90651
C: 2.54493 -1.27880 3.72881
O: 1.89472 -1.17359 4.97510
C: 1.88107 -2.34933 5.71766
H: 2.63431 2.69260 4.66066
H: 2.70606 1.14526 5.44962
H: 1.23219 1.69862 4.58945
H: 2.49900 -0.17506 1.85658
H: 1.15700 0.07892 2.86512
H: 3.62701 -1.40386 3.83640
H: 2.17131 -2.13815 3.16087
H: 1.24450 -3.11799 5.25759
H: 1.45954 -2.15627 6.70604
H: 2.85472 -2.81634 5.91626
C: -3.51000 -1.61839 -0.11866
C: -2.66450 -2.87943 -0.25523
C: -3.08300 -3.60077 -1.56158
C: -2.12388 -4.69195 -2.05233
C: -0.68303 -4.19336 -2.04727
C: -0.27637 -3.47972 -0.77348
N: -1.26263 -2.44785 -0.41929
O: -0.84441 -1.73451 0.72519
C: 0.04035 -4.51373 0.35490
C: 1.04723 -2.76136 -1.02511
C: -2.92891 -3.81188 0.91016
H: -4.57169 -1.86334 -0.07441
H: -3.28878 -0.94554 -0.94569
H: -3.24798 -1.17034 0.84123
H: -4.02294 -4.14889 -1.45004
H: -3.25215 -2.78971 -2.27393
H: -2.38477 -4.86260 -3.10108
H: -2.18603 -5.66547 -1.56548
H: -0.55600 -3.55330 -2.92690
H: 0.02886 -5.00976 -2.19855
H: -0.07009 -4.12394 1.36526
H: -0.63076 -5.37185 0.25500
H: 1.04651 -4.92448 0.26053
H: 1.74403 -3.31420 -1.66996
H: 0.94200 -1.81817 -1.56033
H: 1.66022 -2.64515 -0.12870
H: -3.95821 -3.80935 1.27107
H: -2.26482 -3.72481 1.77588
H: -2.71178 -4.86042 0.66976
H: -0.38787 -0.94891 0.35477

Gap between HOMO and LUMO in eV: 8.519

Atom charges from the Löwdin analysis, given in e for atoms 1 to 2: 1.59 -0.52